Entry 1:
The following is a DFT calculation (wB97M-V/def2-TZVPD) of a structure of composition C8H16CuO10S2 in a non-equilibrium geometry.

Values from the calculation:
Energy above the lowest of the compared OMol25 structures with the same formula, charge and spin ... 0.0 kcal/mol
Spin multiplicity ... 3
Charge ... -1
HOMO-LUMO gap (spin up / spin down) ... 8.053 / 4.176 eV
E_HOMO (spin up / spin down) ... -5.211 / -5.154 eV
E ... -95339.4309 eV
LUMO (spin up / spin down) ... 0.1044 / -0.0359 Ha

The geometry in XYZ format:
```
37
C8H16CuO10S2 (wB97M-V/def2-TZVPD)
Cu 16.312 -16.045 -11.227
S 18.301 -17.652 -10.528
S 14.843 -14.788 -13.074
O 14.507 -17.357 -10.860
O 17.559 -14.286 -10.671
O 17.188 -17.171 -9.693
O 15.702 -15.990 -13.233
O 14.932 -14.635 -11.613
O 15.482 -13.703 -13.790
O 18.408 -19.079 -10.643
O 19.615 -17.316 -10.067
O 17.935 -17.085 -11.840
O 13.469 -15.005 -13.411
C 13.557 -17.810 -11.794
C 19.125 -12.717 -10.245
C 12.867 -18.539 -9.648
C 18.869 -13.829 -11.156
C 13.997 -17.453 -9.593
C 17.309 -13.947 -9.281
C 13.018 -18.988 -11.092
C 18.591 -13.235 -8.853
H 20.188 -12.481 -10.300
H 13.564 -16.530 -9.210
H 14.019 -18.074 -12.745
H 16.552 -13.165 -9.219
H 13.570 -19.918 -11.229
H 17.009 -14.748 -8.605
H 11.886 -18.066 -9.596
H 19.628 -14.605 -11.048
H 18.972 -13.528 -12.199
H 14.850 -17.625 -8.936
H 12.963 -19.360 -8.937
H 19.314 -13.997 -8.561
H 18.397 -12.478 -8.093
H 12.803 -17.110 -12.154
H 12.028 -19.196 -11.499
H 18.567 -11.831 -10.548
```


Entry 2:
The following is a DFT calculation (wB97M-V/def2-TZVPD) of a structure of composition C2H8InO2 in a non-equilibrium geometry.

Values from the calculation:
Energy above the lowest of the compared OMol25 structures with the same formula, charge and spin ... 0.2 kcal/mol
Spin multiplicity ... 2
Charge ... +2
HOMO-LUMO gap (spin up / spin down) ... 8.854 / 2.478 eV
E_HOMO (spin up / spin down) ... -17.483 / -17.274 eV
E ... -11450.6030 eV
LUMO (spin up / spin down) ... -0.3171 / -0.5438 Ha

The geometry in XYZ format:
```
13
C2H8InO2 (wB97M-V/def2-TZVPD)
In 0.403 -0.055 -0.114
O -0.429 -2.856 -0.653
O 1.443 2.659 0.268
C 0.716 3.884 0.399
C -1.358 -3.781 -0.155
H -0.803 -4.470 0.481
H 2.353 2.959 0.208
H -0.339 3.612 0.392
H 0.224 -3.338 -1.166
H 0.877 4.368 1.362
H -2.156 -3.333 0.435
H -1.816 -4.232 -1.036
H 0.885 4.582 -0.421
```


Entry 3:
The following is a DFT calculation (wB97M-V/def2-TZVPD) of the molecule C4H7FS in a non-equilibrium geometry.

Values from the calculation:
Structure (SMILES) ... C[C@H]1[C@H](F)[C@@H]1S
Energy above the lowest of the compared OMol25 structures with the same formula, charge and spin ... 38.4 kcal/mol
HOMO-LUMO gap ... 10.127 eV
E_HOMO ... -9.163 eV
E ... -17812.6773 eV
LUMO ... 0.0354 Ha

The geometry in XYZ format:
```
13
C4H7FS (wB97M-V/def2-TZVPD)
S -1.549 0.842 0.773
F 1.085 -0.575 1.559
C 1.149 -0.015 0.292
C 0.358 -0.763 -0.796
C 0.646 -0.953 -2.298
C -0.142 0.548 -0.295
H 1.330 -0.237 -2.662
H -0.268 -1.535 -0.404
H 2.031 0.537 -0.030
H 0.005 1.270 -1.082
H -0.315 -0.808 -2.862
H 1.049 -1.958 -2.387
H -0.877 1.546 1.612
```


Entry 4:
The following is a DFT calculation (wB97M-V/def2-TZVPD) of a structure of composition C30H38BrCl2HgN3O3S2.

Values from the calculation:
Energy above the lowest of the compared OMol25 structures with the same formula, charge and spin ... 17.8 kcal/mol
Spin multiplicity ... 2
Charge ... +1
HOMO-LUMO gap (spin up / spin down) ... 6.712 / 7.628 eV
E_HOMO (spin up / spin down) ... -8.899 / -10.551 eV
E ... -163265.7607 eV
LUMO (spin up / spin down) ... -0.0804 / -0.1074 Ha

The geometry in XYZ format:
```
80
C30H38BrCl2HgN3O3S2 (wB97M-V/def2-TZVPD)
Hg 1.504 1.328 0.141
Br 5.258 -0.176 4.641
Cl 4.500 2.211 0.244
Cl 4.081 1.666 -2.688
S 2.400 -0.903 -0.525
S 0.019 1.239 -1.832
O 0.924 3.383 1.741
O -1.080 1.236 1.628
O 1.956 3.746 -0.806
N 1.826 0.434 2.489
N -0.698 -0.940 -3.143
N 0.838 -2.724 -1.667
C 1.515 -3.766 -0.878
C -5.288 0.733 -1.594
C -1.146 -5.310 2.130
C -2.959 0.185 -3.040
C -3.622 -0.830 -2.356
C 5.224 1.820 -1.355
C 0.094 -3.482 1.168
C -1.706 -0.125 -3.847
C 1.054 -1.378 -1.522
C -0.532 -2.318 -3.586
C -1.382 2.561 2.007
C -0.343 -3.183 -2.378
C 1.142 -0.517 4.564
C 2.457 -0.569 5.003
C 0.157 -0.456 -2.184
C 1.089 4.097 -1.875
C -0.156 3.143 2.653
C -4.775 -0.559 -1.629
C -2.227 0.507 1.191
C 0.592 -4.329 0.179
C 3.097 0.364 2.898
C -0.771 -3.968 2.137
C 2.050 4.726 0.207
C -0.650 -6.158 1.149
C -3.477 1.474 -2.998
C -4.641 1.748 -2.288
C 0.215 -5.665 0.175
C 3.444 -0.124 4.145
C 0.888 4.671 1.145
C 0.867 -0.010 3.306
H -1.261 0.800 -4.204
H 1.003 5.446 1.907
H 0.600 -6.331 -0.594
H -1.227 -3.132 -1.738
H -1.700 3.151 1.138
H 3.867 0.695 2.210
H 0.210 2.443 3.398
H 2.710 -0.951 5.984
H 5.912 2.615 -1.586
H 1.848 -4.555 -1.553
H -5.040 2.756 -2.272
H -3.237 -1.847 -2.389
H -1.418 -2.624 -4.133
H 0.333 -2.413 -4.248
H 2.389 -3.336 -0.412
H -0.418 4.074 3.159
H -0.193 -4.220 -2.667
H -6.195 0.944 -1.036
H -5.281 -1.361 -1.103
H -1.901 -0.506 0.957
H 0.394 -2.435 1.175
H -1.154 -3.302 2.904
H -1.819 -5.691 2.890
H 0.036 4.096 -1.570
H -0.937 -7.204 1.138
H 1.347 5.085 -2.265
H -0.060 4.833 0.625
H 1.225 3.352 -2.655
H -2.965 2.271 -3.531
H -1.984 -0.706 -4.725
H -0.146 0.045 2.929
H 2.136 5.731 -0.212
H -2.666 0.948 0.294
H 2.960 4.499 0.764
H 0.335 -0.869 5.196
H -2.199 2.567 2.736
H 5.737 0.880 -1.244
H -2.982 0.473 1.985
```


Entry 5:
The following is a DFT calculation (wB97M-V/def2-TZVPD) of a structure of composition C11H17OP in a non-equilibrium geometry.

Values from the calculation:
Energy above the lowest of the compared OMol25 structures with the same formula, charge and spin ... 26.8 kcal/mol
HOMO-LUMO gap ... 8.201 eV
E_HOMO ... -7.500 eV
E ... -23016.5753 eV
LUMO ... 0.0258 Ha

The geometry in XYZ format:
```
30
C11H17OP (wB97M-V/def2-TZVPD)
P 2.395 -0.508 0.351
O 2.992 0.251 1.638
C -0.139 -3.226 -1.507
C 0.247 1.145 -1.259
C -1.396 -3.213 0.518
C -0.175 1.034 1.209
C -0.298 -1.145 -0.242
C 1.303 2.344 -1.383
C -1.153 -1.856 0.634
C 0.221 -1.919 -1.289
C -1.744 1.425 1.207
C -0.931 -3.904 -0.546
C 0.186 0.259 -0.025
H 2.390 1.991 -1.384
H 0.291 1.963 1.278
H -1.868 -3.756 1.317
H 1.153 2.779 -2.344
H -1.609 -1.360 1.481
H -2.453 0.647 1.000
H 1.795 -1.718 1.052
H -0.702 1.695 -1.433
H -1.957 1.868 2.114
H -1.926 2.141 0.515
H 0.399 0.422 -2.150
H 0.941 -1.377 -2.064
H -1.274 -5.013 -0.804
H 2.979 1.149 1.505
H 0.327 -3.796 -2.399
H -0.088 0.419 2.033
H 1.095 3.119 -0.702
```


Entry 6:
The following is a DFT calculation (wB97M-V/def2-TZVPD) of a structure of composition C21H33MgN3O7P2 in a non-equilibrium geometry.

Values from the calculation:
Energy above the lowest of the compared OMol25 structures with the same formula, charge and spin ... 114.8 kcal/mol
HOMO-LUMO gap (spin up / spin down) ... 3.393 / 3.281 eV
E_HOMO (spin up / spin down) ... -5.306 / -4.657 eV
E ... -65121.5849 eV
LUMO (spin up / spin down) ... -0.0703 / -0.0506 Ha

The geometry in XYZ format:
```
67
C21H33MgN3O7P2 (wB97M-V/def2-TZVPD)
P -1.903 -3.303 -1.700
P 2.700 -0.242 -1.113
Mg -1.063 -0.488 -2.530
O 0.011 -3.049 1.146
O -1.622 1.267 -1.872
O 1.108 -2.013 2.781
O -1.266 -0.946 -0.499
O -1.471 3.078 -0.660
O -1.835 2.998 4.422
O -0.957 1.188 5.290
N -1.479 1.852 -0.710
N 0.175 -2.052 1.927
N -1.304 1.873 4.297
C -0.552 -0.042 2.988
C -0.586 -0.794 1.821
C -0.536 -0.547 -5.804
C -1.717 -4.998 -1.037
C -1.086 1.256 2.982
C 3.938 -0.700 -2.331
C -1.329 1.143 0.542
C 0.713 -2.376 -1.698
C 0.541 -3.284 -4.891
C -1.109 -0.268 0.574
C 1.745 -1.854 -0.850
C 1.023 -1.933 -4.483
C -1.719 -1.461 -5.418
C -1.378 1.868 1.747
C -1.874 -3.089 -3.579
C -3.652 -3.014 -1.279
C 1.715 1.020 -1.942
C -1.906 -1.634 -3.948
C 3.210 0.388 0.460
C -0.715 -3.933 -4.231
C 0.583 -0.695 -4.823
H 0.483 -1.746 -2.600
H -2.672 -1.129 -5.859
H 2.572 1.221 0.789
H -0.359 -4.634 -3.456
H 1.572 1.907 -1.302
H -2.772 -1.064 -3.550
H -0.236 -0.860 -6.822
H -4.005 -2.000 -1.534
H -3.715 -3.159 -0.179
H 1.257 -1.902 0.109
H -2.825 -3.630 -3.859
H 2.555 -2.592 -0.781
H 3.490 -0.748 -3.341
H 4.353 -1.678 -2.077
H -0.102 -0.456 3.882
H -1.063 -5.593 -1.699
H 0.846 -3.449 -1.944
H 2.218 1.402 -2.849
H 3.180 -0.366 1.255
H -1.171 -4.573 -5.007
H 4.746 0.036 -2.369
H 1.384 -3.982 -4.659
H -0.815 0.514 -5.849
H -1.283 -4.870 -0.051
H -2.711 -5.427 -0.939
H 0.482 -3.340 -5.996
H 0.704 0.720 -2.259
H -4.287 -3.775 -1.765
H 1.368 0.104 -4.802
H -1.606 2.921 1.693
H -1.541 -2.442 -5.879
H 4.233 0.776 0.385
H 2.036 -1.998 -4.023
```


Entry 7:
The following is a DFT calculation (wB97M-V/def2-TZVPD) of the molecule C8H7NO in a non-equilibrium geometry.

Values from the calculation:
Structure (SMILES) ... O=C1N[C@H]1c1ccccc1
Energy above the lowest of the compared OMol25 structures with the same formula, charge and spin ... 37.0 kcal/mol
HOMO-LUMO gap ... 10.150 eV
E_HOMO ... -9.305 eV
E ... -11944.5774 eV
LUMO ... 0.0311 Ha

The geometry in XYZ format:
```
17
C8H7NO (wB97M-V/def2-TZVPD)
O -2.936 -1.842 0.608
N -2.597 0.552 0.552
C 1.591 -0.942 0.729
C -1.743 0.160 -0.552
C -2.542 -0.735 0.312
C 0.168 -0.883 0.643
C 1.986 0.917 -0.741
C -0.233 0.122 -0.329
C 0.622 0.988 -0.944
C 2.437 -0.103 0.002
H -0.476 -1.605 1.187
H 2.642 1.706 -1.242
H -2.206 0.630 -1.607
H 2.023 -1.685 1.463
H 0.181 1.787 -1.557
H 3.511 -0.282 0.120
H -2.427 1.214 1.357
```


Entry 8:
The following is a DFT calculation (wB97M-V/def2-TZVPD) of the molecule C6H11NS in a non-equilibrium geometry.

Values from the calculation:
Structure (SMILES) ... CC[C@@]1(C=S)N[C@@H]1C
Energy above the lowest of the compared OMol25 structures with the same formula, charge and spin ... 34.3 kcal/mol
HOMO-LUMO gap ... 8.519 eV
E_HOMO ... -8.797 eV
E ... -18724.0055 eV
LUMO ... -0.0102 Ha

The geometry in XYZ format:
```
19
C6H11NS (wB97M-V/def2-TZVPD)
S 2.159 -1.931 -0.066
N -0.956 0.537 0.902
C 0.957 0.995 -0.749
C 0.084 -0.044 0.013
C 1.840 1.691 0.208
C -2.152 -1.432 -0.304
C -1.358 -0.102 -0.301
C 0.844 -1.231 0.505
H 0.380 -1.698 1.405
H 1.262 2.035 1.066
H 2.561 1.013 0.672
H -2.260 -1.753 -1.350
H -1.642 -2.221 0.296
H 0.313 1.683 -1.315
H -3.136 -1.284 0.190
H -1.691 0.671 -1.019
H 2.368 2.535 -0.289
H 1.522 0.554 -1.589
H -1.096 -0.017 1.726
```